The following is a quantum chemistry calculation of a structure of composition C9H22AlF4N3O4S, from the Open Molecules 2025 dataset.

**Total charge**: 0
**HOMO energy**: -10.2 eV

Each line ends with the Löwdin charge.
Positions of all 44 atoms, in Å:
H -0.957 -2.348 1.486  0.12
H -2.562 1.398 3.563  0.12
H 0.961 1.997 -0.784  0.13
N -0.870 -0.879 3.447  0.25
H -2.269 -0.499 -4.687  0.11
O -0.952 0.327 -2.860  -0.27
O 2.199 -0.790 0.569  -0.21
H -2.987 -1.684 -0.267  0.11
H -1.059 0.704 -0.420  0.09
H 1.182 -0.371 -1.177  0.10
F 5.029 4.954 -1.030  -0.18
H 3.310 -1.955 -0.738  0.10
Al 3.647 4.132 -1.512  -0.17
C -1.521 -2.027 -1.803  -0.20
H -0.126 -1.429 3.035  0.13
H 0.688 0.535 1.882  0.10
H 3.043 -2.608 0.892  0.09
C 0.313 1.262 1.160  -0.15
H -0.434 -2.036 -1.884  0.10
C -1.720 -0.278 2.625  -0.40
N -2.727 0.479 3.192  0.17
H -1.890 -2.846 -2.418  0.11
F 2.977 4.809 -2.897  -0.19
H -3.651 0.089 3.246  0.11
H 0.254 2.218 1.685  0.12
H -1.215 -1.255 4.321  0.14
C -1.084 0.905 0.648  -0.08
C 1.348 1.417 0.055  -0.16
S -2.073 -0.521 -2.597  0.59
F 3.977 2.485 -1.776  -0.19
H 1.723 -2.619 -0.307  0.07
H -0.086 -1.392 0.276  0.09
H 2.183 1.998 0.443  0.11
C -1.065 -1.596 0.709  -0.12
H -2.155 -3.231 -0.164  0.12
H -1.809 1.707 0.773  0.13
N -1.622 -0.352 1.292  -0.01
C 2.586 -2.050 0.076  -0.12
C 1.901 0.118 -0.495  -0.21
O -2.578 -1.101 -3.990  -0.15
F 2.494 4.169 -0.259  -0.19
H 2.798 0.333 -1.083  0.13
C -2.017 -2.169 -0.364  -0.16
O -3.183 0.000 -1.864  -0.27